*A*
{"formula": "C5H9NO3", "method": "the ωB97M-V functional and the def2-TZVPD basis", "gap_ha": [0.298, 0.297], "lumo_ev": [-0.95, -0.96], "multiplicity": 1, "symbols": ["C", "C", "C", "C", "N", "C", "O", "O", "O", "H", "H", "H", "H", "H", "H", "H", "H", "H"], "positions_angstrom": [[-0.2827, 1.1091, -0.0491], [1.5730, -1.2999, -1.1676], [1.3083, -1.1883, 0.3111], [-1.6260, 1.7600, -0.2208], [1.4487, 0.1485, -1.0714], [-0.2775, -0.1488, 1.0388], [0.1516, 0.4902, -1.2338], [-1.3454, -0.9883, 0.6952], [-0.1480, 0.2108, 2.2077], [-1.7738, -1.2371, 1.5269], [0.5022, 1.7613, 0.3397], [0.7813, -1.7944, -1.7377], [2.5756, -1.5847, -1.4707], [0.8060, -2.0669, 0.6887], [2.1631, -0.9370, 0.9258], [-1.9958, 2.0666, 0.7578], [-2.3249, 1.0597, -0.6780], [-1.5357, 2.6391, -0.8625]]}

=====

*B*
{"formula": "C5H9NO3", "method": "the ωB97M-V functional and the def2-TZVPD basis", "gap_ha": 0.383, "lumo_ev": 0.62, "multiplicity": 1, "smiles": "CCO[C@@H](C)ON=C=O", "symbols": ["C", "C", "O", "C", "C", "O", "N", "C", "O", "H", "H", "H", "H", "H", "H", "H", "H", "H"], "positions_angstrom": [[2.3233, -0.7587, -0.4856], [1.7082, 0.6077, -0.6718], [0.3360, 0.5423, -1.0387], [-0.5705, 0.4065, -0.0647], [-1.9625, 0.4307, -0.8010], [-0.3336, -0.8467, 0.6129], [-1.2629, -1.1219, 1.5283], [-1.8239, -0.5242, 2.4068], [-2.6167, -0.2399, 3.2344], [1.4332, -1.4816, -0.2925], [2.8325, -0.9596, -1.4330], [3.0049, -0.8034, 0.2948], [2.1188, 1.0349, -1.4578], [1.8900, 1.1987, 0.3371], [-0.5139, 1.2649, 0.7971], [-2.4606, 1.3439, -0.6068], [-2.4839, -0.4770, -0.4825], [-1.6184, 0.3834, -1.8770]]}

=====

*C*
{"formula": "C5H9NO3", "method": "the ωB97M-V functional and the def2-TZVPD basis", "gap_ha": 0.388, "lumo_ev": 0.68, "multiplicity": 1, "smiles": "O=C1OCC[C@@]12CN2.O", "symbols": ["O", "C", "O", "C", "C", "C", "C", "N", "H", "H", "H", "H", "H", "H", "H", "O", "H", "H"], "positions_angstrom": [[-0.4076, 1.5888, 1.7200], [-0.5598, 0.7690, 0.8399], [-0.6346, 1.1236, -0.4355], [-0.1899, 0.0109, -1.3118], [-0.5197, -1.2417, -0.4908], [-0.4292, -0.7240, 0.9281], [0.4030, -1.3096, 2.0135], [-1.0462, -1.3941, 2.0543], [-0.7556, 0.1042, -2.2443], [0.8789, 0.0402, -1.5529], [-1.5396, -1.5938, -0.6948], [0.1828, -2.0579, -0.6926], [0.9253, -2.2462, 1.8083], [0.9070, -0.6280, 2.7019], [-1.4304, -0.7115, 2.7072], [1.0708, 2.6012, -2.5948], [1.8578, 2.8341, -3.0952], [1.2869, 2.8349, -1.6605]]}

=====

Most stable of them? *C*.